[1]
Entry from the Open Molecules 2025 dataset: a molecular structure, C11H23ClCrNO6P2 at a distorted geometry (ωB97M-V with the def2-TZVPD basis set).

Summary:
2S+1	4
total charge	+2
E_tot	-85050.1908	eV

Geometry (Å):
1 Cr -0.0150 -0.1203 0.8800
2 P -2.2358 0.0664 0.4487
3 C -2.1004 0.4122 -1.3156
4 C -0.8831 1.2124 -1.6992
5 N 0.2164 0.9406 -0.9393
6 C 1.4421 1.3847 -1.3099
7 C 1.6172 2.1593 -2.4557
8 C 0.5116 2.3766 -3.3028
9 C -0.7507 1.8769 -2.9320
10 C 2.6062 0.9949 -0.3986
11 P 2.3083 -0.5041 0.6032
12 H -1.6781 2.0750 -3.5214
13 H 2.6354 2.4473 -2.7567
14 H 0.6083 2.9801 -4.2169
15 H 3.4810 0.8295 -1.0421
16 H 2.8383 1.8268 0.2879
17 H -1.7498 -0.6557 -1.7402
18 H -2.9945 1.0291 -1.6950
19 H -1.2269 -2.2627 -1.6796
20 O -1.4886 -1.6637 -2.5022
21 H -2.3503 -1.9015 -2.9573
22 H -0.1904 -1.8601 0.0176
23 O -0.6775 -2.7680 -0.5971
24 H 0.0460 -3.3675 -0.9084
25 C 2.8429 -1.8445 -0.4517
26 H 3.8555 -1.6742 -0.8202
27 H 2.8339 -2.7807 0.1074
28 H 2.1928 -1.9905 -1.3173
29 C 3.3822 -0.4091 1.9993
30 H 3.2056 -1.2837 2.6163
31 H 4.4294 -0.3722 1.7173
32 H 3.1488 0.4566 2.6092
33 C -2.8502 1.4823 1.2845
34 H -3.9114 1.6431 1.0609
35 H -2.6861 1.2343 2.3480
36 H -2.2495 2.3618 1.0174
37 C -3.3855 -1.2671 0.6736
38 H -3.4675 -1.4047 1.7488
39 H -4.4001 -1.0688 0.3040
40 H -3.0692 -2.2409 0.2786
41 O -0.0518 1.3368 5.1652
42 Cl 0.0217 0.2983 4.1818
43 O 1.1396 -0.5996 4.4133
44 O -1.2487 -0.4028 4.0067
45 O 0.2979 1.0174 2.7897

Atoms 1-6, force components in eV/Å:
Cr 1.448 3.434 3.305
P -1.772 -0.237 -2.789
C -0.423 3.174 0.433
C 0.048 -1.258 -0.191
N -0.104 -0.255 0.578
C 0.356 0.227 -0.014

***

[2]
Entry from the Open Molecules 2025 dataset: a molecular structure, C40H40BrN6O2Rb (ωB97M-V with the def2-TZVPD basis set).

Summary:
relative energy (zero: lowest compared OMol25 entry of this formula, charge and spin)	24.24	kJ/mol

Geometry (Å):
1 Rb -1.1303 -1.2687 0.8699
2 C 3.9927 2.4654 1.0453
3 C 3.9663 3.5458 -0.0063
4 C 4.8186 4.6383 0.1378
5 C 4.9368 5.6162 -0.8346
6 C 4.1898 5.5097 -1.9978
7 C 3.3093 4.4566 -2.1522
8 C 3.1725 3.4771 -1.1653
9 N 2.2721 2.4278 -1.4142
10 C 1.3449 1.8466 -0.5429
11 N 0.9695 2.7062 0.4344
12 C 0.0958 2.6326 1.5559
13 C -0.4389 1.4301 2.0130
14 C -1.3248 1.5194 3.0895
15 C -1.6578 2.7336 3.6824
16 C -1.0687 3.9000 3.2225
17 C -0.1757 3.8742 2.1608
18 C 0.4818 5.1553 1.7024
19 N 0.8658 0.6663 -0.7566
20 C 1.4271 -0.1187 -1.7713
21 C 2.7868 -0.4576 -1.7872
22 C 3.3312 -1.2075 -2.8163
23 C 2.5247 -1.6484 -3.8552
24 C 1.1671 -1.3625 -3.8228
25 C 0.6022 -0.6101 -2.7991
26 C -0.8655 -0.2854 -2.8043
27 H 5.0024 2.3766 1.4459
28 H 3.6986 1.4997 0.6390
29 H 3.3202 2.6844 1.8767
30 H 5.4338 4.6963 1.0286
31 H 5.6224 6.4419 -0.6962
32 H 4.2846 6.2535 -2.7785
33 H 2.7000 4.3824 -3.0458
34 H 2.2528 2.0666 -2.3524
35 H 1.3488 3.6275 0.2898
36 H -1.7615 0.6095 3.5060
37 H -2.3537 2.7793 4.5149
38 H -1.3025 4.8471 3.6969
39 H 0.1688 5.9859 2.3335
40 H 0.2208 5.4086 0.6694
41 H 1.5734 5.0926 1.7664
42 H 3.4293 -0.1043 -0.9893
43 H 4.3894 -1.4381 -2.8154
44 H 2.9464 -2.2224 -4.6710
45 H 0.5254 -1.7255 -4.6185
46 H -1.4041 -0.9310 -3.4987
47 H -1.0351 0.7514 -3.1066
48 H -1.2873 -0.3914 -1.8063
49 Br 2.8748 -6.5415 -3.4285
50 C 1.6986 -5.9063 -2.0827
51 C 1.4525 -4.5477 -1.9793
52 C 0.5833 -4.0906 -1.0075
53 C -0.0181 -4.9786 -0.1133
54 C 0.2365 -6.3480 -0.2482
55 C 1.0874 -6.8134 -1.2330
56 N -0.8776 -4.4212 0.8315
57 C -1.1100 -4.9874 1.9431
58 C -1.9903 -4.3683 2.9311
59 C -2.2976 -5.0217 4.1241
60 C -3.0797 -4.3776 5.0665
61 C -3.5237 -3.0917 4.8004
62 C -3.1807 -2.5281 3.5781
63 N -2.4502 -3.1412 2.6627
64 H 1.9267 -3.8515 -2.6526
65 H 0.3696 -3.0276 -0.9164
66 H -0.2587 -7.0587 0.4014
67 H 1.2690 -7.8732 -1.3467
68 H -0.6291 -5.9237 2.2411
69 H -1.9168 -6.0197 4.3021
70 H -3.3343 -4.8645 5.9986
71 H -4.1158 -2.5406 5.5172
72 H -3.5172 -1.5274 3.3209
73 O -3.4950 -1.8294 -0.3670
74 C -4.5682 -1.1372 -0.9734
75 C -4.1433 0.2820 -1.2749
76 C -4.7395 1.0033 -2.3027
77 C -4.3398 2.3133 -2.5110
78 C -3.3559 2.8541 -1.6963
79 C -2.8145 2.0548 -0.7011
80 N -3.2034 0.8001 -0.4931
81 H -3.8305 -2.6040 0.0940
82 H -5.4386 -1.0935 -0.3074
83 H -4.8823 -1.6296 -1.9002
84 H -5.4990 0.5494 -2.9274
85 H -4.7849 2.9043 -3.3013
86 H -3.0171 3.8724 -1.8293
87 H -2.0385 2.4215 -0.0353
88 O 1.1699 -0.8039 1.8438
89 H 0.5321 0.0186 1.8963
90 H 1.8838 -0.4588 1.2996

Atoms 1-6, force components in eV/Å:
Rb -0.617 0.003 -0.570
C -0.086 0.109 -0.039
C -0.012 -0.140 -0.069
C 0.009 0.020 -0.042
C 0.022 0.011 0.013
C 0.040 0.065 -0.044

***

[3]
Entry from the Open Molecules 2025 dataset: a molecular structure, C38H70O19S2 at a distorted geometry (ωB97M-V with the def2-TZVPD basis set).

Summary:
relative energy (zero: lowest compared OMol25 entry of this formula, charge and spin)	2625.16	kJ/mol

Geometry (Å):
1 C 4.2141 16.2596 12.1923
2 C 3.0896 17.2973 11.8779
3 C 3.2610 18.6142 12.6332
4 O 3.5352 19.5284 11.5816
5 C 3.4661 18.9859 10.4228
6 O 3.5461 19.5932 9.3495
7 O 3.2586 17.6638 10.4989
8 H 4.1086 15.8375 13.1917
9 H 5.2131 16.5909 11.9089
10 H 4.2116 15.4037 11.5173
11 H 2.1047 16.8587 12.0383
12 H 4.1420 18.4934 13.2637
13 H 2.3014 18.8886 13.0714
14 C -2.0523 17.5825 19.3808
15 C -1.3503 16.5278 18.4767
16 C -2.1720 15.3358 18.0342
17 O -1.9488 15.3034 16.5883
18 C -1.3027 16.4308 16.2408
19 O -0.9098 16.6323 15.0942
20 O -1.0486 17.2292 17.2541
21 H -1.6352 18.5833 19.2695
22 H -2.0750 17.4032 20.4558
23 H -3.0977 17.7351 19.1126
24 H -0.3553 16.3203 18.8704
25 H -3.2553 15.3824 18.1459
26 H -1.7755 14.4331 18.4989
27 C 5.9214 12.7982 15.3795
28 C 4.3482 12.6570 15.2912
29 C 3.5593 13.9730 15.5848
30 O 2.6240 14.0440 14.5422
31 C 3.0482 13.2132 13.5827
32 O 2.5589 13.2253 12.4615
33 O 4.0431 12.3844 13.9885
34 H 6.1779 13.0231 16.4147
35 H 6.3002 13.5342 14.6703
36 H 6.3989 11.8648 15.0812
37 H 4.0076 11.8374 15.9240
38 H 4.2553 14.7989 15.4382
39 H 3.1360 13.9495 16.5889
40 C -0.0544 18.7524 14.6034
41 C 0.7248 20.0758 14.6141
42 O 0.1709 21.2070 14.6666
43 C 2.2414 19.8684 14.6433
44 H 0.2028 18.2411 15.5310
45 H 0.3702 18.2839 13.7155
46 H -1.1256 18.8028 14.4083
47 H 2.8062 20.4570 15.3662
48 H 2.7084 20.1373 13.6958
49 H 2.5035 18.8375 14.8818
50 C -0.2680 16.9285 13.2849
51 C -0.0275 15.7080 12.4629
52 O -0.7285 15.3660 11.5384
53 C 1.1634 14.8498 12.9876
54 H 0.4282 17.6783 12.9091
55 H 0.0523 16.8206 14.3212
56 H -1.2860 17.3168 13.2557
57 H 2.0478 15.1845 12.4454
58 H 1.0735 13.7681 12.8877
59 H 1.2415 15.0098 14.0630
60 C -0.8693 12.4024 12.4134
61 C -2.1723 11.9629 13.0614
62 O -3.0229 12.8215 13.4507
63 C -2.3245 10.4998 13.2581
64 H 0.0036 12.3776 13.0658
65 H -0.9861 13.4051 12.0024
66 H -0.6697 11.6121 11.6897
67 H -1.9292 10.1609 14.2157
68 H -1.9505 9.8556 12.4624
69 H -3.3809 10.2435 13.1789
70 C 0.7774 13.8189 16.0216
71 C -0.4396 13.2489 15.3569
72 O -0.7537 12.0710 15.4563
73 C -1.2802 14.2200 14.5574
74 H 1.0457 13.2704 16.9246
75 H 0.6897 14.8555 16.3468
76 H 1.6051 13.6532 15.3320
77 H -2.2331 14.3848 15.0603
78 H -1.4506 13.7841 13.5730
79 H -0.7906 15.1935 14.5313
80 C 1.8093 16.3991 16.2004
81 C 2.7925 16.8378 15.1469
82 O 2.5467 16.9329 13.9754
83 C 4.1804 17.2070 15.6498
84 H 1.8108 17.0554 17.0707
85 H 2.1328 15.4215 16.5579
86 H 0.7973 16.2595 15.8202
87 H 4.0370 18.1660 16.1476
88 H 4.8437 17.4481 14.8191
89 H 4.6837 16.4880 16.2962
90 C 2.9465 14.0374 10.1440
91 C 1.9274 14.7589 9.2422
92 O 2.2974 15.3768 8.1961
93 C 0.4921 14.9619 9.6574
94 H 2.5620 13.0379 10.3471
95 H 3.1025 14.5142 11.1117
96 H 3.9182 13.9203 9.6641
97 H -0.1868 14.9799 8.8049
98 H 0.2681 15.8404 10.2625
99 H 0.1990 14.0646 10.2025
100 C -1.7387 16.7980 9.4237
101 C -2.2468 15.3683 9.8987
102 C -3.7356 15.2702 10.1783
103 S -4.3951 17.0592 10.0060
104 O -5.1494 17.3912 11.1992
105 O -4.9510 17.2531 8.6422
106 C -2.7675 17.8081 9.9754
107 H -1.8494 16.6982 8.3440
108 H -0.6938 16.9251 9.7067
109 H -1.7519 14.8971 10.7479
110 H -2.0579 14.6429 9.1073
111 H -3.9423 14.8930 11.1798
112 H -4.2922 14.6620 9.4653
113 H -2.4608 17.9503 11.0117
114 H -2.8203 18.7851 9.4949
115 C -5.1220 16.9319 13.2929
116 C -3.6760 16.6875 12.9879
117 C -3.0201 16.3583 14.2898
118 S -4.1547 15.3098 15.2669
119 O -4.4235 15.8600 16.6206
120 O -3.8230 13.8984 15.1018
121 C -5.5667 15.7637 14.1936
122 H -5.6622 17.1043 12.3620
123 H -5.1522 17.9032 13.7866
124 H -3.3051 17.6107 12.5425
125 H -3.4032 15.9164 12.2675
126 H -2.8747 17.2040 14.9619
127 H -2.0572 15.8550 14.2029
128 H -6.5290 15.7215 14.7038
129 H -5.6101 14.8756 13.5632

Atoms 1-6, force components in eV/Å:
C -0.082 -0.432 -0.901
C 1.818 -1.140 -1.153
C -0.298 -2.034 -2.690
O 0.464 2.036 2.496
C -0.184 0.516 -5.620
O -0.010 -1.445 2.801